24
Properties=species:S:1:pos:R:3:nbo_charge:R:1 method="wB97M-V/def2-TZVPD" lumo_energy_ev="-12.50 / -15.88" e_tot_ha=-2363.50282 relative_energy_kcal_mol=0.00 multiplicity=4 charge=+3
O -0.064 3.170 0.243 -0.291
O 3.044 -0.008 -0.387 -0.229
O -0.112 -0.913 -3.113 -0.213
C -0.932 2.951 4.278 -0.078
H 0.018 0.919 -1.787 0.223
H -2.369 -0.301 3.080 0.465
H -0.501 3.886 4.633 0.303
C -0.169 2.098 3.483 -0.134
C -2.778 1.408 4.177 0.182
C -0.061 -0.282 -2.112 0.488
H -3.786 1.043 4.385 0.296
Mn 0.015 -0.056 -0.257 -0.333
S 0.199 -0.308 2.194 0.268
C 0.027 -1.907 -0.130 0.671
N -1.997 0.588 3.405 -0.455
C 0.021 2.022 0.174 0.576
C -0.706 0.891 3.046 0.024
C -2.252 2.605 4.619 -0.115
H 0.862 2.292 3.195 0.283
H -2.867 3.267 5.222 0.309
C -1.853 -0.037 -0.297 0.649
O -3.006 -0.023 -0.196 -0.269
C 1.890 -0.056 -0.360 0.635
O 0.039 -3.064 -0.078 -0.257